No. 1
DFT (wB97M-V/def2-TZVPD) results for C21H36CsGeNO8S as an isolated structure.

Spin multiplicity = 2
LUMO level (spin up / spin down) = 1.9 / 0.5 eV
Largest force on an atom = 0.00695 hartree/bohr
Net charge = -1
Highest occupied orbital energy (spin up / spin down) = -5.224 / -5.224 eV
ΔE to the lowest compared entry with this formula, charge and spin = 1.1 kJ/mol
<S²> = 0.75

The geometry in XYZ format:
```
69
C21H36CsGeNO8S wB97M-V/def2-TZVPD
H -4.3739 0.8354 4.8070
C 2.2399 0.7636 -2.7705
H -2.3740 -2.1796 3.8594
C -1.4285 3.7187 -0.8700
H -2.1090 4.3770 -1.4173
Cs 0.1908 -0.9944 -0.0745
C 3.4373 1.2801 -3.2511
H -1.1476 -1.2142 -3.8294
H 0.4495 -1.5497 -3.1129
H 2.0539 -0.9904 4.3712
H -2.6945 1.3576 5.0194
C -3.2234 3.2843 0.8181
H -2.0195 -1.0660 5.1886
H -3.6372 1.9210 3.6264
O -1.7117 0.0923 2.8612
H -0.8732 4.3231 -0.1478
C -2.4125 -3.6751 -3.9222
H 1.4931 1.1571 5.6121
O 1.8384 -2.9686 -1.3904
C -3.9834 -0.5100 2.4028
O -1.2736 1.8207 0.5709
H 2.0031 -1.0399 2.6115
H 0.0156 -2.3185 -4.6637
O 0.7110 1.3060 2.3241
C -2.2228 2.6442 -0.1420
H -2.9848 -4.5013 -3.5042
H -2.7150 3.9473 1.5246
H 3.4558 2.3044 -3.5965
C -2.9322 1.7290 -1.1279
H 3.5285 1.1137 4.0755
H -4.9510 -0.7626 2.8423
N 2.1498 -0.4850 -2.3233
H -3.4765 0.9343 -0.6123
H -0.1297 0.9733 4.9382
C 1.4627 0.8797 3.4674
C 2.8640 1.4451 3.2751
H -3.9478 3.8791 0.2598
H -4.1254 0.3204 1.7089
C 1.4988 -0.6457 3.4955
H -3.6380 2.3125 -1.7244
H 0.4860 -1.0471 3.5385
C 0.9376 1.5936 -2.7433
C -3.4458 1.0679 4.2813
C 3.2104 -1.2896 -2.3455
H -2.1847 1.2901 -1.7911
H -3.6227 -1.3653 1.8305
C 2.9993 -2.7289 -1.8185
C -0.3675 -1.9648 -3.7046
H 0.7619 2.5003 4.7223
H -2.0489 -3.9395 -4.9154
H -3.0245 -2.7739 -3.9587
H -0.7266 3.2749 -1.5775
H 5.2732 -1.5461 -2.8056
H 3.2703 1.1100 2.3207
C 4.4441 -0.8525 -2.8115
C 4.5537 0.4547 -3.2649
C -2.9737 -0.1449 3.4853
S -1.0128 -3.3763 -2.8244
H -3.7773 2.5245 1.3767
C -2.7537 -1.3278 4.4243
H 5.5036 0.8282 -3.6320
Ge -1.0321 1.6684 2.3083
O -0.0711 0.9643 -2.3230
O 3.9877 -3.4754 -1.8691
O -1.6416 -2.8519 -1.5660
O 1.0072 2.7643 -3.1508
H 2.8329 2.5355 3.2694
H -3.6844 -1.6188 4.9148
C 0.8555 1.4128 4.7640
```

Here are the Mulliken charges for atoms 1 to 8, given in e: atom 1 (H): 0.48, atom 2 (C): 0.38, atom 3 (H): 0.35, atom 4 (C): -1.50, atom 5 (H): 0.39, atom 6 (Cs): 1.34, atom 7 (C): -0.52, atom 8 (H): 0.29

No. 2
DFT (wB97M-V/def2-TZVPD) results for a 3-piece molecular cluster, C21H36I2N4O5 overall in a non-equilibrium geometry.

Spin multiplicity = 1
LUMO level = -2.2 eV
Largest force on an atom = 0.09442 hartree/bohr
Highest occupied orbital energy = -7.888 eV

The geometry in XYZ format:
```
68
C21H36I2N4O5 wB97M-V/def2-TZVPD
H 4.8712 -6.3032 2.9792
O -0.1778 -8.3179 -1.1238
C 4.9315 -5.9580 0.7279
C -2.2211 1.3221 2.7451
H 2.8221 -10.3000 2.8919
H -1.2456 2.7955 -0.2172
C -2.3918 0.9960 -0.4892
N -0.3465 1.3536 1.0012
C 3.1076 -7.2626 1.9601
H -2.8331 7.3023 -0.4864
H -3.2113 1.4299 0.0830
H -0.2250 7.4063 -0.4299
N -2.1341 6.6407 -2.3240
C -0.3279 -7.9913 0.1260
H -1.8894 5.5455 -4.0728
C 0.8344 -0.5776 -0.0631
C -1.5700 5.4957 -3.0274
H 0.3526 -5.6407 3.1909
H -2.6884 5.5770 -0.6105
C 1.6296 -5.5269 0.4776
C -0.8986 1.9006 2.2358
C -1.6763 7.9512 -2.7639
I 0.2592 -11.0568 1.4892
C 1.9181 -6.9083 1.1305
H -2.2590 8.7176 -2.2435
C -1.8414 8.1993 -4.2575
H -0.6238 8.1234 -2.4973
C -0.8574 6.5783 -0.1045
C -2.1807 6.5113 -0.8711
H 1.7458 0.0048 -0.2187
H -2.8862 8.0967 -4.5586
H -3.0733 1.6933 2.1764
H -2.3437 -0.0727 -0.2743
H 0.4839 6.2664 -3.1341
H -1.5205 9.2151 -4.4995
H 3.6236 -5.1254 2.2769
H 0.2804 4.8694 -2.0638
H 1.1251 -1.6120 0.1241
H -0.1487 1.7703 3.0233
O 0.4383 -3.5874 1.3296
H -2.6537 1.1041 -1.5452
H -1.0606 6.7261 0.9605
C 1.4796 -9.2681 1.6799
N 3.4367 -8.3981 2.5894
H 0.2603 4.6548 -3.8027
H -1.2364 7.5184 -4.8585
O -1.4149 -7.6071 0.5625
C -1.0694 1.7142 -0.2111
H -0.8301 -0.6962 1.2770
O 5.3374 -4.9204 0.3171
C 0.9801 -8.0790 0.9753
H 0.8622 -5.5880 -0.3444
H -0.4049 1.5527 -1.0656
C 0.0418 -0.0459 1.1230
H -0.2911 5.6508 -0.1884
N 2.5987 -9.4069 2.4364
H 0.6741 -0.1575 2.0092
C -0.0505 5.3249 -2.9968
H -1.0091 2.9848 2.1299
H -2.3783 1.6312 3.7830
C 0.9713 -4.6193 1.6189
O 1.0324 -4.9675 2.9802
C 4.1708 -6.0984 2.1314
I 5.1601 -7.7891 -0.4578
H -2.0369 4.5779 -2.6555
H 0.2524 -0.5686 -0.9864
H -2.2362 0.2308 2.7280
H 2.5624 -4.9820 0.1729
```

Here are the Mulliken charges for atoms 1 to 8, given in e: atom 1 (H): 0.40, atom 2 (O): -0.64, atom 3 (C): 0.21, atom 4 (C): -0.98, atom 5 (H): 0.26, atom 6 (H): -0.01, atom 7 (C): -1.16, atom 8 (N): 0.22

No. 3
DFT (wB97M-V/def2-TZVPD) results for C21H36N6P2Ru as an isolated structure in a non-equilibrium geometry.

Spin multiplicity = 5
LUMO level (spin up / spin down) = -13.2 / -16.5 eV
Largest force on an atom = 0.05206 hartree/bohr
Net charge = +4
Highest occupied orbital energy (spin up / spin down) = -20.949 / -20.867 eV
<S²> = 6.03

The geometry in XYZ format:
```
66
C21H36N6P2Ru wB97M-V/def2-TZVPD
H 1.5416 4.3599 -1.4503
H -4.1325 -3.8669 2.5890
H 0.4489 2.6668 1.2193
H -1.7415 3.0020 -3.6532
P 0.2517 1.4909 -1.7847
C 0.1273 1.9884 3.2913
H -1.2291 -0.2575 -2.5523
H 0.1967 2.8581 3.9176
H 0.9570 -1.2337 -1.6284
H 0.5086 -1.9184 -3.2232
Ru 0.4534 -0.3132 -0.2056
N 2.2491 -3.1274 2.4572
H -0.6731 4.2811 -2.9790
H -2.0962 1.1164 -0.3679
C 2.9636 -2.1098 0.6457
C 0.2689 1.8828 1.9310
H -2.5419 -4.4801 3.0298
H 1.8681 2.0979 -4.5539
C -0.5009 0.4049 -4.4407
H 4.1854 -3.6329 1.7084
C 0.7982 -0.9815 -2.7382
H -1.1833 -0.2488 5.2673
H 1.7597 -0.6823 -3.1632
H -2.3492 4.2048 -2.5506
C 1.8019 2.4011 -2.3929
H 2.5962 3.5865 -3.9832
C -0.3208 0.4100 5.1473
C -1.4305 -2.2073 1.5003
C -3.0961 -3.5770 2.7690
H 0.3450 0.8787 -4.9241
H 2.3368 -3.4044 4.5328
H -2.8744 1.3842 -1.9586
H -0.4984 1.3243 5.7131
C -0.2708 0.1017 -2.9661
N -2.5550 -2.9608 1.5903
C 1.2980 -2.2638 2.0326
N 0.1188 0.5801 1.5762
H -0.6746 -0.5381 -4.9633
H 3.5538 -1.7793 -0.1938
C -1.1912 2.7157 -1.5620
H 2.9866 -4.7179 3.5530
C -3.1132 -3.0151 0.3677
P -0.2851 -1.9344 2.9195
H 1.2313 -4.4899 3.6746
C 2.1912 -3.9758 3.6128
C 1.7625 2.8945 -3.8227
H 0.5532 -0.0874 5.5748
C -1.4748 3.5747 -2.7665
H 2.5631 1.6014 -2.3188
C 3.2924 -3.0447 1.6057
H -4.0132 -3.5619 0.1544
C 2.1715 3.4723 -1.3820
H -3.0763 -2.8880 3.6144
H 0.8679 3.4725 -4.0635
H -2.4517 -2.0961 -1.5267
H -0.8534 3.3495 -0.7297
N 1.7295 -1.6274 0.9283
C -2.3124 -2.2679 -0.4750
H 3.1867 3.8209 -1.5877
N -1.2748 -1.7731 0.2363
C -2.3826 1.8712 -1.1183
H 2.1655 3.0934 -0.3603
C -0.1127 -0.1067 2.7208
N -0.1089 0.7414 3.7644
H -1.3857 1.0153 -4.5965
H -3.1258 2.5265 -0.6620
```

Here are the Mulliken charges for atoms 1 to 8, given in e: atom 1 (H): 0.35, atom 2 (H): 0.33, atom 3 (H): 0.54, atom 4 (H): 0.24, atom 5 (P): 0.68, atom 6 (C): -0.74, atom 7 (H): -0.31, atom 8 (H): 0.49

no.,molecular weight (g/mol)
1,668.10
2,678.35
3,535.58